The following is a DFT calculation (ωB97M-V/def2-TZVPD) of a 9-piece molecular cluster, C25H45NO18S3 overall.

```
92
Properties=species:S:1:pos:R:3
C -4.33075 3.01864 -0.06251
C -4.11237 1.64370 0.58855
O -3.77358 0.96504 -0.55618
C -3.49018 1.70512 -1.59391
O -3.09154 1.19877 -2.66931
O -3.83591 3.01500 -1.39637
H -3.74676 3.79353 0.43406
H -5.34922 3.37288 0.09664
H -4.99123 1.26524 1.11053
H -3.32971 1.64225 1.34720
C -0.58606 3.82446 -0.52565
C 0.65044 4.69385 -0.86684
O 0.10233 5.60843 -1.72696
C -1.03891 5.23268 -2.13731
O -1.79327 5.85902 -2.87349
O -1.34762 4.02158 -1.66746
H -1.17885 4.15064 0.32893
H -0.34625 2.76192 -0.56583
H 1.36521 3.99814 -1.30638
H 1.16403 5.09697 0.00598
C 3.23934 1.49186 -3.11835
C 2.29655 0.49662 -3.57349
O 2.46667 0.60881 -4.97579
C 3.04202 1.84309 -5.27158
O 3.22876 2.25542 -6.43438
O 3.50597 2.38768 -4.20950
H 4.24332 1.10069 -2.95374
H 2.99830 2.10671 -2.25118
H 1.30312 0.88127 -3.34275
H 2.24380 -0.52506 -3.19736
C 0.28642 -0.97678 0.86154
C -0.20216 -0.65518 -0.52924
O 0.82643 0.26555 -1.01576
C 1.61896 0.47024 -0.08078
O 2.67190 1.12230 -0.34119
O 1.33524 -0.07379 1.07889
H 0.57345 -2.00442 1.08436
H -0.54968 -0.79815 1.53765
H -1.19589 -0.22127 -0.41818
H -0.38423 -1.57220 -1.08964
C 1.52261 -5.42516 3.61237
C 2.99153 -5.03181 3.89700
O 3.28159 -4.12930 2.91439
C 2.42151 -4.27814 1.87679
O 2.51658 -3.65559 0.80527
O 1.44103 -5.10646 2.24200
H 0.74327 -4.97921 4.23030
H 1.45463 -6.48488 3.85826
H 3.49942 -5.98829 4.02067
H 2.98522 -4.60945 4.90182
C -4.34326 -1.80967 -3.10110
C -3.13680 -2.38312 -2.44255
C -2.35694 -3.32816 -3.40350
C -1.20169 -4.13117 -2.97404
N -0.28811 -4.77794 -2.67994
H -4.86034 -2.62366 -3.60919
H -4.18450 -1.06682 -3.88279
H -5.18789 -1.44163 -2.51864
H -3.28764 -2.78746 -1.44162
H -2.38659 -1.62309 -2.22426
H -2.18077 -2.70365 -4.27932
H -3.01222 -4.16794 -3.63473
C -2.69725 -4.49167 1.24126
S -3.71175 -3.03543 1.73427
O -3.03788 -1.89820 0.93022
C -5.26802 -3.51139 0.94652
H -2.82637 -4.38038 0.16467
H -3.08298 -5.39544 1.71296
H -1.63372 -4.51071 1.47924
H -5.87737 -2.62971 1.14507
H -5.65095 -4.43776 1.37466
H -5.21730 -3.57175 -0.14063
C -0.18233 -1.05625 4.33202
S 1.38129 -0.98723 5.35440
O 2.11465 -2.33404 5.28171
C 2.25255 0.29764 4.42460
H -0.72331 -0.11494 4.23517
H -0.78166 -1.82413 4.82115
H 0.04997 -1.47240 3.35173
H 3.14361 0.64508 4.94748
H 1.60086 1.16583 4.32628
H 2.60875 -0.00534 3.44000
C 4.26695 3.97953 -0.05822
S 4.21128 5.86274 0.18783
O 3.98848 6.08786 1.68120
C 6.04979 6.07751 -0.15551
H 4.76479 3.54460 -0.92486
H 3.33663 3.46897 0.19068
H 4.91217 3.65601 0.75855
H 6.63191 5.86419 0.74099
H 6.18744 7.11164 -0.47131
H 6.27104 5.35656 -0.94253
```

Summary:
relative energy (zero: lowest compared OMol25 entry of this formula, charge and spin)	0.000	eV
E_LUMO	-0.327	eV
charge	0